Density functional theory data (wB97M-V/def2-TZVPD) for a cluster of 11 separate species, C87H153F4N7O7 in total at a distorted geometry.

Structure (XYZ):
```
258
Properties=species:S:1:pos:R:3:mulliken_charge:R:1
C 2.631 9.725 1.503 -1.96
C 2.602 8.203 1.309 1.52
C 3.548 7.867 0.099 -1.60
C 3.156 7.526 2.566 -1.51
C 2.990 5.995 2.535 -0.14
C 1.509 5.627 2.321 -0.96
C 0.829 6.361 1.125 2.17
C 1.080 5.690 -0.219 -1.05
C -0.672 6.287 1.386 -1.89
N 1.195 7.831 1.138 0.13
O 0.626 8.577 0.056 -0.47
H 3.652 9.955 1.811 0.41
H 2.376 10.155 0.542 0.39
H 1.947 9.904 2.306 0.49
H 3.139 8.304 -0.800 0.41
H 4.482 8.452 0.281 0.45
H 3.842 6.821 -0.027 0.27
H 4.195 7.834 2.646 0.46
H 2.680 7.985 3.428 0.37
H 3.574 5.531 1.744 0.08
H 3.344 5.516 3.456 0.37
H 0.865 5.869 3.163 0.54
H 1.447 4.571 2.048 -0.14
H 0.437 4.817 -0.327 -0.18
H 2.071 5.214 -0.369 0.15
H 0.948 6.351 -1.078 0.33
H -1.237 6.941 0.714 0.39
H -0.885 6.550 2.455 0.43
H -1.079 5.300 1.181 0.21
H 1.034 8.261 -0.763 0.35
C -1.329 -7.979 0.679 -1.96
C -1.381 -7.062 -0.561 1.92
C 0.056 -6.795 -1.074 -1.84
C -2.225 -7.841 -1.620 -1.29
C -2.648 -6.998 -2.762 -0.79
C -3.405 -5.793 -2.271 -0.79
C -2.569 -4.899 -1.317 3.04
C -1.393 -4.164 -2.001 -0.65
C -3.532 -3.878 -0.643 -1.77
N -2.071 -5.786 -0.208 -0.35
O -1.222 -5.012 0.640 0.07
H -0.869 -8.950 0.399 0.37
H -0.637 -7.487 1.356 0.34
H -2.352 -8.117 1.081 0.44
H 0.494 -6.094 -0.399 0.14
H 0.668 -7.700 -1.089 0.66
H 0.077 -6.464 -2.088 0.30
H -1.615 -8.718 -1.918 0.42
H -3.160 -8.219 -1.148 0.32
H -1.785 -6.738 -3.361 0.26
H -3.279 -7.568 -3.448 0.46
H -4.343 -6.061 -1.763 0.50
H -3.717 -5.208 -3.154 -0.06
H -0.592 -4.094 -1.269 -0.43
H -1.744 -3.163 -2.228 -0.11
H -1.013 -4.668 -2.886 0.40
H -2.870 -3.201 -0.089 -0.36
H -4.087 -4.448 0.119 0.82
H -4.162 -3.294 -1.292 -0.54
H -1.823 -4.833 1.375 0.21
C 7.309 -3.993 -1.673 -1.87
C 5.943 -3.263 -1.540 2.22
C 6.099 -1.797 -1.030 -1.80
C 5.304 -3.447 -2.873 -2.09
C 3.865 -3.102 -2.910 0.32
C 3.078 -3.908 -1.927 -0.77
C 3.623 -3.790 -0.505 2.34
C 3.191 -2.485 0.138 0.54
C 3.020 -5.018 0.291 -1.25
N 5.142 -4.052 -0.561 -0.29
O 5.569 -3.805 0.777 -0.34
H 7.135 -5.003 -2.016 0.46
H 7.942 -3.513 -2.398 0.42
H 7.768 -4.138 -0.688 0.40
H 7.077 -1.447 -1.371 0.67
H 5.372 -1.129 -1.506 0.24
H 6.029 -1.702 0.049 0.19
H 5.890 -2.885 -3.606 0.42
H 5.442 -4.498 -3.109 0.43
H 3.705 -2.030 -2.808 -0.25
H 3.439 -3.460 -3.852 0.37
H 3.132 -4.987 -2.161 0.82
H 2.002 -3.647 -1.927 -0.98
H 3.264 -1.610 -0.526 -0.07
H 3.621 -2.373 1.118 -0.30
H 2.149 -2.745 0.270 -0.78
H 2.010 -4.838 0.641 -0.30
H 3.636 -5.187 1.181 0.15
H 3.031 -5.849 -0.375 0.69
H 5.931 -4.669 0.970 0.40
C -3.100 -0.805 -4.069 -1.49
C -4.646 -0.820 -4.041 2.31
C -5.129 0.380 -4.813 -1.11
C -5.193 -2.107 -4.684 -1.66
C -6.644 -2.446 -4.396 -0.82
C -6.827 -2.528 -2.865 -1.03
C -6.396 -1.247 -2.156 1.10
C -7.421 -0.083 -2.325 -1.81
C -6.266 -1.582 -0.658 -0.99
N -5.017 -0.910 -2.597 0.89
O -4.608 0.239 -1.900 1.50
H -2.714 -1.518 -3.366 -0.53
H -2.782 -1.137 -5.061 0.61
H -2.831 0.232 -3.923 0.06
H -6.204 0.351 -4.979 0.44
H -4.900 1.354 -4.381 -0.19
H -4.701 0.368 -5.819 0.51
H -4.976 -2.077 -5.746 0.44
H -4.496 -2.875 -4.406 0.39
H -7.306 -1.731 -4.866 0.41
H -6.938 -3.413 -4.837 0.47
H -6.282 -3.396 -2.438 0.18
H -7.897 -2.695 -2.593 0.46
H -7.474 0.247 -3.360 0.29
H -7.096 0.783 -1.754 0.30
H -8.391 -0.382 -1.920 0.49
H -5.900 -0.702 -0.131 0.20
H -5.500 -2.336 -0.573 -0.34
H -7.217 -1.981 -0.283 0.47
H -5.175 0.974 -2.238 -0.61
C 0.257 -0.573 5.925 -1.60
C 0.581 -2.067 5.603 1.22
C -0.475 -2.892 6.417 -1.87
C 0.418 -2.251 4.036 0.77
C 1.113 -3.442 3.484 -0.27
C 2.522 -3.516 4.005 -0.04
C 2.630 -3.461 5.584 1.54
C 2.051 -4.825 6.166 -1.85
C 4.124 -3.403 5.986 -2.15
N 1.968 -2.269 6.052 1.02
O 2.053 -2.306 7.443 -0.60
H 0.559 -0.395 6.936 0.55
H 0.892 0.110 5.325 0.06
H -0.788 -0.398 5.697 0.20
H -0.206 -3.073 7.459 0.30
H -1.336 -2.256 6.422 0.53
H -0.656 -3.865 5.962 0.41
H -0.666 -2.231 3.882 0.74
H 0.753 -1.288 3.581 -1.51
H 0.550 -4.271 3.903 0.71
H 1.111 -3.499 2.395 -0.45
H 3.049 -2.620 3.630 -0.98
H 3.033 -4.386 3.550 0.74
H 1.018 -4.863 5.870 0.31
H 2.033 -4.919 7.250 0.36
H 2.683 -5.617 5.802 0.47
H 4.172 -3.353 7.056 0.68
H 4.616 -2.569 5.490 0.15
H 4.612 -4.355 5.737 0.36
H 2.759 -1.685 7.653 0.33
C 3.919 2.008 1.975 -0.98
C 4.063 1.314 3.393 2.84
C 2.768 1.674 4.203 -1.30
C 4.149 -0.207 3.299 -0.02
C 5.484 -0.759 2.830 0.49
C 6.494 -0.241 3.829 -1.69
C 6.576 1.270 3.897 1.74
C 7.520 1.620 5.083 -2.04
C 7.169 1.826 2.580 -1.68
N 5.224 1.821 4.200 0.34
O 5.243 3.217 4.245 -0.47
H 4.139 1.313 1.147 -0.40
H 2.900 2.305 1.827 0.22
H 4.539 2.885 1.975 0.37
H 1.860 1.212 3.848 -0.46
H 2.893 1.207 5.198 0.54
H 2.607 2.736 4.137 0.22
H 3.860 -0.559 4.313 -0.32
H 3.344 -0.531 2.629 -0.72
H 5.459 -1.824 2.976 0.75
H 5.739 -0.602 1.765 -0.50
H 7.472 -0.670 3.560 0.60
H 6.229 -0.660 4.821 0.09
H 8.510 1.208 4.876 0.40
H 7.189 1.156 6.005 0.39
H 7.532 2.688 5.249 0.47
H 6.978 2.920 2.520 0.31
H 6.760 1.368 1.684 0.18
H 8.275 1.724 2.545 0.42
H 5.146 3.381 5.186 0.37
C -3.428 3.368 -3.010 -1.38
C -4.222 4.283 -2.036 1.94
C -3.992 3.836 -0.601 -1.28
C -3.753 5.713 -2.128 -1.03
C -4.161 6.328 -3.437 -0.77
C -5.664 6.291 -3.648 -1.16
C -6.192 4.840 -3.528 1.43
C -7.725 4.893 -3.406 -1.96
C -5.854 4.081 -4.851 -1.23
N -5.673 4.196 -2.310 -0.27
O -6.095 2.798 -2.256 -0.24
H -2.488 3.126 -2.515 -0.56
H -3.208 3.867 -3.924 0.57
H -4.034 2.488 -3.192 -0.09
H -4.496 4.504 0.085 0.57
H -2.909 3.995 -0.414 0.06
H -4.267 2.802 -0.469 -0.04
H -4.175 6.241 -1.254 0.44
H -2.661 5.752 -1.980 0.20
H -3.637 5.806 -4.210 0.38
H -3.884 7.387 -3.441 0.44
H -5.880 6.615 -4.670 0.40
H -6.212 6.947 -2.955 0.36
H -8.196 5.328 -4.289 0.39
H -8.030 3.843 -3.399 0.47
H -7.970 5.508 -2.552 0.42
H -6.227 3.048 -4.686 0.02
H -6.435 4.558 -5.636 0.65
H -4.770 4.123 -5.097 0.17
H -6.962 2.918 -1.866 0.37
F 0.731 1.685 -6.408 -0.38
C 0.734 0.455 -5.811 0.07
C 0.258 0.317 -4.528 -0.17
C 0.257 -0.931 -3.986 0.77
C 0.667 -2.057 -4.756 -0.97
C 1.161 -1.856 -6.046 -0.68
C 1.238 -0.587 -6.556 -0.78
H -0.143 1.202 -4.086 0.65
H -0.034 -1.030 -2.935 0.12
H 0.704 -3.017 -4.280 0.49
H 1.511 -2.695 -6.657 0.38
H 1.661 -0.357 -7.500 0.51
F -6.160 -2.212 3.435 -0.34
C -5.111 -1.325 3.406 0.28
C -4.199 -1.380 2.382 -0.59
C -3.059 -0.607 2.455 0.58
C -2.869 0.285 3.538 -0.75
C -3.828 0.303 4.543 -0.47
C -5.007 -0.493 4.470 -0.81
H -4.379 -2.048 1.561 0.57
H -2.372 -0.706 1.620 0.01
H -1.981 0.911 3.583 0.69
H -3.653 0.936 5.432 0.35
H -5.726 -0.523 5.287 0.42
F -1.187 2.648 0.708 -0.58
C -1.042 1.284 0.494 0.46
C -1.800 0.675 -0.451 0.99
C -1.628 -0.686 -0.680 1.03
C -0.622 -1.355 -0.021 0.62
C 0.189 -0.732 0.924 1.38
C -0.017 0.630 1.156 -0.64
H -2.594 1.250 -0.873 -0.78
H -2.293 -1.192 -1.362 -0.98
H -0.475 -2.450 -0.135 -0.97
H 0.935 -1.280 1.469 -0.28
H 0.544 1.174 1.882 -0.41
F 4.091 0.684 -2.249 -0.13
C 3.261 1.655 -2.581 -0.13
C 3.624 2.471 -3.647 -0.97
C 2.716 3.447 -4.062 -0.76
C 1.512 3.625 -3.373 -0.85
C 1.195 2.790 -2.325 0.41
C 2.080 1.833 -1.886 0.95
H 4.545 2.385 -4.175 0.50
H 2.935 4.062 -4.923 0.43
H 0.880 4.455 -3.709 0.48
H 0.185 2.889 -1.863 -0.60
H 1.805 1.150 -1.091 0.59
```

## Properties
* net charge: 0
* highest occupied orbital energy: -8.411 eV
* relative energy (zero: lowest compared OMol25 entry of this formula, charge and spin): 0.0 kJ/mol
* HOMO-LUMO gap: 0.329 Ha
* maximum force: 0.0491 Eh/bohr
* electronic energy: -128325.8319 eV